The following is a DFT calculation (ωB97M-V/def2-TZVPD) of a 13-piece molecular cluster, C44H88Br6O18 overall in a non-equilibrium geometry.

```
156
Properties=species:S:1:pos:R:3:forces:R:3:mulliken_charge:R:1
C 1.6839 -1.3779 2.8598 0.609 -1.443 0.417 0.9424
C 1.0551 -2.5865 3.5174 -0.814 1.251 0.584 0.6364
O -0.0046 -3.0233 3.1151 0.187 -0.398 -0.225 -0.4242
C 1.6451 -3.0402 4.8181 -0.060 -1.342 0.076 -1.5786
H 1.8108 -0.5817 3.5932 -0.399 0.227 -0.159 0.1249
H 1.1012 -1.1441 1.9809 0.238 0.452 -0.068 -0.5210
H 2.7107 -1.6898 2.6341 -0.035 0.260 -0.476 -0.3107
H 2.6601 -3.4314 4.7107 0.221 0.616 0.008 0.4086
H 1.0925 -3.9076 5.1855 -0.270 0.204 -0.030 0.3492
H 1.5484 -2.2498 5.5599 0.289 0.103 -0.036 0.2576
C -1.8881 -5.2999 1.2768 -0.025 -0.288 0.585 -0.8700
C -2.7407 -4.3178 0.5492 -0.278 -0.812 -1.292 0.3484
O -3.7595 -4.6976 0.0050 0.027 0.409 0.130 -0.6365
C -2.2873 -2.8906 0.4558 -0.539 0.612 1.331 0.5740
H -2.2503 -5.2994 2.3127 0.465 0.241 0.113 0.2732
H -0.8349 -5.0353 1.2217 0.027 -0.012 0.308 0.0415
H -2.0605 -6.3241 0.9521 -0.040 0.115 -0.378 0.3912
H -1.8860 -2.5980 -0.5110 0.072 -0.280 -0.101 -0.0377
H -1.5984 -2.6597 1.2732 0.347 -0.059 -0.315 -0.1341
H -3.1746 -2.2852 0.6722 0.007 0.090 -0.379 0.1125
O -0.9770 0.1809 -8.1384 -0.024 -0.070 -0.134 -0.6021
C -1.9471 0.3427 -7.4419 1.104 0.109 -0.305 0.8790
O -2.0126 1.3199 -6.5272 -0.962 0.174 0.472 -0.2352
C -0.9044 2.2019 -6.3173 -0.229 0.362 0.124 -0.5152
C 0.1229 1.5171 -5.4547 1.145 -0.277 0.116 -0.6640
C -3.1607 -0.5131 -7.4364 -0.994 -0.037 0.526 -0.8427
H -1.3173 3.0859 -5.8268 -0.204 -0.225 0.140 0.2636
H -0.5551 2.5658 -7.2843 0.398 -0.359 0.031 0.3296
H 0.8556 2.1742 -4.9743 -0.122 0.382 -0.459 0.5086
H 0.6935 0.8168 -6.0683 -0.045 -0.100 0.143 0.3191
H -0.2817 0.9790 -4.5956 -0.545 -0.094 -0.285 -0.0856
H -3.5408 -0.7544 -8.4249 0.305 0.123 -0.160 0.3825
H -3.9470 -0.0111 -6.8708 -0.028 -0.062 -0.084 0.2534
H -2.9675 -1.4559 -6.9227 0.225 0.025 -0.037 0.0499
O -0.1243 2.6761 4.6602 0.986 0.500 -0.008 -0.3242
C -0.3847 2.8318 5.8260 -1.982 -1.446 0.319 0.7827
O 0.2803 2.3198 6.8633 0.581 0.367 0.428 -0.3250
C 1.5824 1.7447 6.6189 -0.280 0.027 -1.405 0.2822
C 2.6345 2.8322 6.5403 -0.053 -0.407 0.404 -0.8813
C -1.7733 3.2960 6.2461 0.477 0.778 0.162 -1.4745
H 1.5143 1.2631 5.6381 0.075 -0.195 0.129 -0.2743
H 1.7386 0.9695 7.3613 0.003 0.237 0.283 0.5023
H 2.4684 3.4538 5.6622 -0.112 0.128 0.085 -0.1376
H 3.6161 2.3708 6.4259 0.043 0.058 0.142 0.3944
H 2.6028 3.4220 7.4560 0.187 0.159 -0.105 0.4103
H -1.9034 3.5169 7.3043 0.370 -0.047 0.037 0.3745
H -2.4831 2.5074 6.0023 0.011 0.065 -0.362 0.2246
H -1.9728 4.2105 5.6893 -0.346 -0.160 -0.128 0.4358
O 0.7861 1.0870 1.2188 0.190 -0.670 -0.729 -0.1335
C -0.3884 1.0920 0.9394 0.158 2.045 1.319 0.5016
O -0.9092 1.0573 -0.2858 0.156 -0.393 -0.347 -0.0759
C -0.0019 0.9498 -1.4103 0.259 -0.181 0.003 0.2889
C 0.5596 -0.4522 -1.5399 -0.456 -0.319 -0.083 1.0917
C -1.4127 1.4776 1.9812 -1.006 -0.882 -0.600 -0.3947
H 0.8184 1.6634 -1.3254 -0.156 0.182 0.268 0.2555
H -0.6313 1.2320 -2.2492 0.040 -0.089 -0.146 -0.5439
H 1.0997 -0.6067 -2.4766 0.021 0.293 0.093 -0.2065
H -0.2584 -1.1790 -1.5490 0.000 -0.011 0.092 -0.3312
H 1.2239 -0.6814 -0.7068 0.020 0.004 -0.008 -0.4723
H -2.3792 1.0677 1.6799 -0.048 -0.068 0.154 -0.1466
H -1.5704 2.5556 1.9918 0.403 0.079 -0.026 0.3014
H -1.1533 1.1196 2.9709 0.242 0.116 -0.022 -0.2258
O -0.7203 -1.2646 6.5296 0.268 -0.173 -0.512 -0.5147
C -1.7376 -0.6380 6.6405 -0.552 0.168 0.573 0.7785
O -2.6864 -0.4886 5.7091 -0.113 0.505 -0.128 -0.3706
C -2.6012 -1.1419 4.4472 0.049 -0.403 -1.072 0.8682
C -3.2687 -2.5043 4.5198 0.427 0.209 -0.576 -1.3232
C -2.1476 0.1018 7.8951 0.507 -0.729 0.303 -0.9801
H -1.5822 -1.1890 4.0549 0.146 -0.226 0.534 -0.3824
H -3.1121 -0.5347 3.6942 -0.271 0.310 0.522 0.1850
H -3.4428 -2.8734 3.5056 0.125 0.004 -0.008 0.2343
H -4.2531 -2.3995 4.9716 0.115 -0.205 0.335 0.4065
H -2.5945 -3.2050 5.0097 -0.360 -0.127 0.290 0.3209
H -1.4846 -0.2279 8.6939 0.225 0.286 -0.088 0.3257
H -3.1425 -0.1810 8.2328 -0.226 0.296 -0.408 0.3937
H -2.0374 1.1662 7.7176 -0.205 0.050 0.227 0.0580
O 5.5448 -3.9483 -0.1257 -0.238 -0.160 0.019 -0.5699
C 5.0344 -3.0203 0.4479 1.081 -0.383 -0.309 0.6375
O 3.7868 -2.6028 0.2339 -0.764 0.613 0.363 0.1115
C 2.9069 -3.4330 -0.5027 -0.515 -1.189 -1.012 0.0825
C 1.9497 -4.2427 0.3570 -0.236 0.353 -0.101 -0.7260
C 5.7751 -2.1538 1.4281 -0.644 -0.077 -0.059 -0.7248
H 3.4579 -4.1167 -1.1527 0.375 0.034 0.290 0.4754
H 2.3045 -2.8589 -1.2102 0.209 0.664 0.322 -0.3413
H 1.3752 -4.8801 -0.3197 0.139 -0.176 0.046 0.4723
H 1.2051 -3.6092 0.8425 0.182 0.073 0.194 -0.2395
H 2.4526 -4.8604 1.0992 0.052 -0.025 -0.019 0.3695
H 5.2682 -2.2104 2.3931 0.031 0.162 0.012 0.2134
H 5.7112 -1.1312 1.0559 0.201 0.086 0.249 -0.0939
H 6.7906 -2.5155 1.5283 0.087 0.119 -0.095 0.4057
O -5.8677 4.5164 -5.4366 0.126 -0.001 -0.016 -0.5478
C -5.3020 5.5164 -5.0793 -0.188 0.030 -0.063 0.7373
O -4.3018 5.5228 -4.1797 0.317 0.037 -0.199 -0.3486
C -3.8048 4.2393 -3.8103 -0.033 -1.063 0.630 0.2280
C -2.8062 4.3618 -2.6682 -0.375 0.187 0.069 -0.7770
C -5.6089 6.8955 -5.5889 -0.243 0.413 0.613 -1.0418
H -3.3761 3.6877 -4.6506 0.052 0.492 -0.298 -0.0631
H -4.6320 3.6003 -3.4927 -0.137 0.150 -0.025 0.2422
H -2.2243 5.2795 -2.7438 0.173 -0.120 -0.097 0.4598
H -2.1544 3.4883 -2.6506 0.111 0.066 -0.084 -0.1012
H -3.3243 4.3822 -1.7077 0.009 0.129 -0.003 0.3579
H -6.6796 6.9887 -5.7564 0.070 -0.198 -0.418 0.3200
H -5.0292 7.0939 -6.4880 -0.145 -0.067 -0.127 0.2621
H -5.3648 7.6662 -4.8572 0.280 -0.156 0.030 0.3173
O -1.0887 -5.4101 -5.3586 0.078 0.204 -0.380 -0.5831
C -1.4355 -4.9372 -4.3092 0.023 -1.290 0.040 0.7771
O -1.3647 -3.6516 -3.9978 -0.117 0.668 0.282 -0.2711
C -0.8933 -2.7032 -4.9752 -0.374 0.429 0.418 0.1779
C 0.6056 -2.5932 -4.9588 0.166 -0.823 -0.464 -0.6266
C -1.9517 -5.7497 -3.1443 -1.156 0.143 -0.015 -1.0390
H -1.3778 -1.7847 -4.6431 0.158 0.009 -0.179 -0.3184
H -1.2638 -2.9505 -5.9698 0.054 -0.222 0.042 0.3335
H 0.9202 -1.8110 -5.6495 0.109 0.046 0.080 0.3741
H 0.9833 -3.5561 -5.3195 0.228 0.177 -0.069 0.5988
H 1.0380 -2.4364 -3.9720 -0.272 0.278 0.089 -0.3256
H -1.1276 -6.2154 -2.6095 0.024 0.312 0.284 0.2498
H -2.6365 -6.5573 -3.4125 0.447 -0.069 -0.704 0.3663
H -2.6235 -5.1246 -2.5522 0.675 0.110 0.561 0.2015
O 4.9309 3.5196 1.6566 -0.326 -0.151 -0.312 -0.5964
C 4.4685 2.5013 2.1132 0.423 0.640 0.380 0.5804
O 3.8824 1.5289 1.4351 -0.257 -0.808 0.265 0.2895
C 3.6537 1.6379 0.0381 0.579 0.389 -1.343 1.0767
C 4.9193 1.4649 -0.7867 0.823 0.996 0.307 -1.3705
C 4.5209 2.1627 3.5782 -0.696 -0.045 0.381 -0.9742
H 3.1997 2.6071 -0.1732 -0.103 -0.174 0.044 -0.0048
H 2.9944 0.8234 -0.2497 -0.358 0.118 0.468 -0.5362
H 5.4276 0.5414 -0.5081 -0.047 -0.135 -0.348 0.0289
H 5.6282 2.2875 -0.6413 -0.075 -0.092 0.531 0.4394
H 4.7525 1.5517 -1.8593 -0.414 -0.571 0.106 0.3607
H 4.5735 3.0491 4.2059 0.499 0.173 -0.289 0.3738
H 5.3648 1.4985 3.7596 -0.023 0.006 0.129 0.3428
H 3.5897 1.6828 3.8923 0.172 -0.363 -0.229 0.0358
Br 5.0624 -4.6564 -4.5667 -0.192 0.179 0.285 -0.1132
C 4.0047 -3.0449 -4.2857 -0.410 0.171 -0.490 -0.5466
C 4.8169 -1.9604 -3.6325 0.106 -0.085 0.301 -0.1156
Br 3.6936 -0.3379 -3.6026 0.382 -0.413 -0.163 -0.0961
H 3.0948 -3.2411 -3.7211 0.317 -0.435 0.248 0.0397
H 3.6425 -2.7614 -5.2718 0.300 0.123 -0.052 0.4325
H 5.7610 -1.7570 -4.1300 -0.232 0.243 -0.303 0.5037
H 5.0686 -2.2054 -2.6019 -0.237 0.049 0.053 -0.0344
Br 1.1659 4.3913 0.3090 -0.200 -0.021 0.295 -0.1527
C 1.2919 4.2782 2.2719 -0.203 0.080 -0.530 0.2501
C 2.1762 5.3788 2.8017 -0.040 0.071 0.024 -0.7523
Br 1.5933 7.1954 2.3202 0.003 -0.437 0.189 -0.1641
H 1.6709 3.2768 2.4695 0.263 0.089 0.053 -0.4118
H 0.2808 4.2944 2.6668 -0.031 0.245 -0.105 0.5059
H 3.1924 5.2926 2.4302 0.020 -0.020 0.003 0.4132
H 2.1638 5.3551 3.8898 0.063 0.008 0.009 0.3162
Br -3.0847 0.0267 -3.6368 -0.032 0.113 0.118 -0.1945
C -3.6363 -0.4119 -1.8069 -0.915 -0.239 -0.658 0.2136
C -4.6871 0.6018 -1.4139 1.117 0.913 0.247 -0.2014
Br -5.0052 0.4230 0.5133 -0.324 -0.065 -0.373 -0.2226
H -2.7435 -0.4041 -1.1964 -0.053 0.143 0.134 -0.5051
H -4.0947 -1.3960 -1.8662 0.321 -0.142 0.098 0.4304
H -5.5926 0.6048 -2.0119 -0.193 -0.556 0.299 0.5168
H -4.2638 1.5992 -1.5359 -0.018 0.009 0.205 -0.0768
```
Positions in Å, forces in eV/Å.

Properties
HOMO energy = -0.3540 hartree
LUMO level = 0.010 Eh
frontier orbital gap = 9.9 eV
max |F| = 2.47 eV/Å
calculated total energy = -18527.83477 Eh
relative energy (zero: lowest compared OMol25 entry of this formula, charge and spin) = 1.270 eV